Record 1
# C5H5N

C5H5N in the gas phase in a non-equilibrium geometry (ωB97M-V with the def2-TZVPD basis set, OMol25).

Last column: Löwdin charge in e.
Geometry (Å):
C  0.066  0.272  0.317  -0.47
C  1.199  -0.521  0.015  -0.14
C  2.242  -1.102  -0.187  0.13
C  -1.109  -0.544  -0.001  -0.15
C  -2.093  -1.214  -0.130  0.09
H  -0.979  1.944  -0.169  0.08
H  0.660  2.369  0.155  0.15
H  -0.050  0.370  1.478  0.18
H  3.174  -1.603  -0.473  0.05
H  -3.105  -1.575  -0.596  0.09
N  -0.005  1.605  -0.409  0.01

As for the LUMO energy: 0.71 eV. The value obtained for the HOMO energy is -9.9 eV. Its energy relative to the best compared isomer or geometry (same formula, charge and spin) is 113.8 kcal per mole. As for the SMILES: C#CC(N)C#C. The total energy is -248.09361 Ha.



Record 2
# C37H61N8O5PdS2Si

A molecular structure, C37H61N8O5PdS2Si in a non-equilibrium geometry (ωB97M-V with the def2-TZVPD basis set, OMol25).

Last column: Löwdin charge in e.
Geometry (Å):
Pd  0.845  -0.721  -0.227  0.56
C  -0.345  -2.403  5.294  -0.07
N  -0.680  -1.389  4.321  -0.15
C  -2.053  -0.962  4.430  -0.06
C  0.045  -1.349  3.127  -0.36
N  -0.412  -1.141  1.952  0.14
C  -1.741  -1.209  1.584  -0.24
C  -2.441  -2.401  1.680  -0.05
C  -3.804  -2.456  1.389  -0.09
C  -4.485  -1.321  1.037  -0.05
C  -3.800  -0.099  0.865  -0.17
C  -4.484  1.068  0.466  -0.05
C  -3.810  2.244  0.273  -0.08
C  -2.430  2.296  0.449  -0.03
C  -1.706  1.172  0.826  -0.21
N  -0.332  1.216  0.760  0.11
C  0.386  2.209  1.158  -0.36
N  0.114  2.972  2.301  -0.17
C  -0.020  4.402  2.141  -0.07
C  -0.702  2.390  3.337  -0.06
N  1.542  2.558  0.540  -0.07
C  2.663  3.109  1.259  -0.05
C  1.870  2.160  -0.827  -0.21
C  -2.398  -0.046  1.086  -0.05
N  1.397  -1.518  3.332  -0.17
C  2.065  -0.626  4.252  -0.06
C  2.201  -1.826  2.170  -0.11
H  -1.054  -3.238  5.235  0.09
H  -0.398  -1.979  6.302  0.08
H  0.656  -2.781  5.109  0.09
H  -2.761  -1.778  4.237  0.09
H  -2.263  -0.152  3.737  0.08
H  -2.219  -0.601  5.452  0.09
H  -1.911  -3.293  1.987  0.12
H  -4.330  -3.401  1.477  0.10
H  -5.553  -1.346  0.854  0.10
H  -5.550  1.004  0.290  0.10
H  -4.339  3.133  -0.047  0.10
H  -1.901  3.210  0.216  0.09
H  0.485  4.714  1.229  0.09
H  0.425  4.916  2.998  0.09
H  -1.074  4.697  2.063  0.09
H  -0.506  1.320  3.374  0.07
H  -1.779  2.551  3.192  0.09
H  -0.412  2.841  4.291  0.09
H  2.393  3.225  2.305  0.08
H  2.957  4.080  0.849  0.09
H  3.519  2.432  1.184  0.09
H  0.661  0.575  -1.536  0.05
H  2.655  1.383  -0.805  0.01
H  2.238  3.064  -1.334  0.12
H  1.442  -0.429  5.120  0.08
H  2.313  0.330  3.770  0.09
H  2.991  -1.099  4.579  0.09
H  1.717  -2.617  1.587  0.06
H  3.172  -2.181  2.508  0.09
H  2.354  -0.940  1.523  0.00
O  0.423  -4.577  0.834  0.01
C  -0.137  -4.051  -0.112  -0.55
C  -1.241  -4.750  -0.942  -0.09
C  -1.721  -3.665  -1.892  -0.09
C  -0.785  -2.498  -1.576  -0.53
O  -0.835  -1.397  -2.112  -0.01
N  0.080  -2.818  -0.601  0.07
H  -2.021  -5.123  -0.276  0.10
H  -0.788  -5.596  -1.458  0.11
H  -2.739  -3.344  -1.675  0.11
H  -1.666  -3.939  -2.947  0.11
C  6.546  0.461  -4.513  -0.03
C  5.936  0.019  -3.174  -0.66
C  6.978  -0.712  -2.316  -0.03
C  5.442  1.256  -2.421  -0.07
O  4.901  -0.892  -3.471  -0.16
Si  3.312  -0.933  -3.034  -0.12
S  3.227  -0.854  -0.951  0.43
O  2.670  -2.231  -3.772  -0.14
C  2.936  -3.608  -3.715  -0.65
C  1.774  -4.302  -4.439  -0.02
C  4.254  -3.877  -4.446  -0.02
C  3.016  -4.095  -2.271  -0.04
O  2.538  0.354  -3.667  -0.15
C  1.798  0.520  -4.861  -0.63
C  1.805  2.018  -5.180  -0.02
C  0.371  0.029  -4.620  -0.02
C  2.410  -0.246  -6.035  -0.03
H  7.411  1.102  -4.359  0.08
H  5.800  1.011  -5.080  0.08
H  6.847  -0.411  -5.087  0.08
H  7.786  -0.039  -2.036  0.08
H  7.388  -1.557  -2.864  0.08
H  6.493  -1.086  -1.417  0.08
H  6.246  1.983  -2.314  0.08
H  5.084  0.967  -1.437  0.02
H  4.615  1.708  -2.961  0.08
H  1.766  -4.009  -5.487  0.08
H  0.838  -3.995  -3.983  0.07
H  1.866  -5.383  -4.370  0.08
H  4.162  -3.579  -5.489  0.08
H  4.514  -4.931  -4.393  0.08
H  5.035  -3.275  -3.990  0.07
H  2.116  -3.804  -1.735  0.06
H  3.864  -3.632  -1.775  0.06
H  3.128  -5.177  -2.241  0.09
H  1.415  2.574  -4.334  0.03
H  1.185  2.221  -6.050  0.09
H  2.819  2.354  -5.381  0.08
H  -0.140  0.680  -3.912  0.05
H  0.406  -0.969  -4.189  0.07
H  -0.191  0.004  -5.552  0.09
H  3.448  0.042  -6.179  0.08
H  1.851  -0.026  -6.942  0.08
H  2.370  -1.311  -5.836  0.07
S  -0.248  3.958  -2.444  0.58
C  -0.096  2.360  -2.227  -0.67
N  0.759  1.640  -1.582  -0.08

As for the LUMO energy (spin up / spin down): 2.34 / 2.27 eV. The value obtained for the HOMO energy (spin up / spin down) is -4.6 / -4.5 eV. As for the net charge: -1. The total energy is -3474.72605 Ha. As for the spin multiplicity: 3.



Record 3
# C19H43NO6PS2

2 unconnected molecules or ions with the total composition C19H43NO6PS2 (ωB97M-V with the def2-TZVPD basis set, OMol25).

Last column: Löwdin charge in e.
Geometry (Å):
C  1.731  -6.072  3.578  0.03
C  0.230  -6.132  3.421  -0.52
O  -0.428  -7.026  3.843  0.13
O  -0.414  -5.114  2.781  -0.08
C  0.243  -3.946  2.308  -0.33
P  -1.132  -2.749  1.777  0.70
S  -2.879  -1.359  1.051  0.38
C  -2.052  -2.862  3.359  -0.34
C  -3.292  -3.760  3.332  -0.31
O  -4.107  -3.568  4.475  -0.05
C  0.082  -1.387  1.548  -0.35
C  0.138  -0.449  2.769  -0.26
C  1.545  0.086  3.027  -0.21
S  2.566  -1.040  3.982  0.61
O  1.754  -2.088  4.540  -0.29
O  3.724  -1.345  3.210  -0.26
O  2.993  -0.095  5.194  -0.15
H  2.125  -7.034  3.249  0.10
H  2.232  -5.269  3.045  0.07
H  1.946  -5.976  4.645  0.10
H  0.872  -3.493  3.083  0.07
H  0.861  -4.183  1.430  0.11
H  -1.444  -3.584  0.698  0.04
H  -2.711  -1.337  -0.281  -0.27
H  -1.355  -3.236  4.114  0.10
H  -2.354  -1.840  3.617  0.08
H  -2.975  -4.807  3.282  0.12
H  -3.901  -3.532  2.457  0.08
H  -3.593  -3.178  5.188  0.08
H  1.064  -1.832  1.352  0.09
H  -0.230  -0.827  0.667  0.03
H  -0.532  0.398  2.614  0.11
H  -0.212  -0.955  3.670  0.09
H  1.525  1.030  3.569  0.11
H  2.099  0.235  2.098  0.10
H  2.804  -0.553  6.028  0.11
C  1.676  5.444  -3.783  -0.09
C  2.315  4.058  -3.818  -0.25
C  1.529  2.986  -4.574  -0.17
C  0.137  2.524  -4.135  -0.08
N  -0.081  2.076  -2.698  -0.19
C  -1.359  1.271  -2.635  -0.09
C  -0.971  -0.128  -3.071  -0.13
C  0.416  -0.325  -2.447  -0.11
C  1.003  1.086  -2.287  -0.06
C  -0.159  3.222  -1.714  -0.11
C  -1.440  4.060  -1.689  -0.20
C  -2.008  4.680  -2.967  -0.09
H  0.875  5.533  -3.049  0.05
H  2.421  6.198  -3.529  0.08
H  1.264  5.708  -4.758  0.09
H  2.574  3.720  -2.810  0.10
H  3.272  4.137  -4.338  0.12
H  2.169  2.109  -4.696  0.11
H  1.366  3.348  -5.594  0.13
H  -0.098  1.647  -4.737  0.13
H  -0.628  3.265  -4.341  0.11
H  -1.687  1.279  -1.595  0.14
H  -2.112  1.752  -3.255  0.14
H  -0.934  -0.215  -4.156  0.12
H  -1.697  -0.859  -2.718  0.12
H  1.055  -0.959  -3.057  0.12
H  0.332  -0.798  -1.470  0.09
H  1.876  1.261  -2.903  0.11
H  1.270  1.306  -1.257  0.13
H  0.730  3.827  -1.858  0.10
H  -0.075  2.745  -0.737  0.13
H  -1.203  4.868  -0.993  0.13
H  -2.225  3.483  -1.198  0.11
H  -1.253  5.182  -3.571  0.06
H  -2.746  5.431  -2.689  0.09
H  -2.526  3.952  -3.592  0.07

As for the LUMO energy: -2.49 eV. The value obtained for the HOMO energy is -10.7 eV. As for the net charge: +1. The total energy is -2393.38440 Ha.



Record 4
# C46H52F9GeO5P2S2Tc

A molecular structure, C46H52F9GeO5P2S2Tc in a non-equilibrium geometry (ωB97M-V with the def2-TZVPD basis set, OMol25).

Last column: Löwdin charge in e.
Geometry (Å):
Tc  -0.109  0.998  0.174  1.06
O  -0.365  2.492  1.659  -0.41
S  0.985  2.087  2.073  0.40
O  1.532  2.672  3.230  -0.17
O  1.797  1.922  0.877  -0.34
O  0.707  0.439  2.458  -0.43
C  -0.681  -2.300  3.422  -0.07
C  0.791  -1.973  3.687  -0.42
C  1.719  -2.480  2.576  -0.07
P  1.072  -0.189  3.949  1.07
C  2.830  0.145  4.364  -0.43
C  3.315  -0.892  5.386  -0.06
C  3.767  0.211  3.151  -0.06
C  -0.045  0.575  5.196  -0.43
C  -0.116  -0.308  6.448  -0.06
C  -1.443  0.862  4.636  -0.07
H  -0.774  -3.372  3.247  0.10
H  -1.059  -1.772  2.545  0.03
H  -1.312  -2.057  4.274  0.07
H  1.089  -2.443  4.630  0.13
H  1.642  -1.871  1.676  0.05
H  1.438  -3.501  2.318  0.10
H  2.759  -2.505  2.896  0.07
H  2.806  1.128  4.838  0.12
H  3.414  -1.884  4.944  0.08
H  2.661  -0.964  6.254  0.07
H  4.299  -0.596  5.749  0.11
H  3.989  -0.779  2.755  0.07
H  4.710  0.653  3.470  0.11
H  3.373  0.828  2.347  0.05
H  0.435  1.519  5.458  0.13
H  -0.589  -1.270  6.247  0.08
H  -0.714  0.199  7.205  0.11
H  0.865  -0.484  6.888  0.07
H  -1.963  -0.052  4.351  0.07
H  -1.414  1.536  3.786  0.06
H  -2.035  1.354  5.408  0.11
O  -0.554  2.342  -1.227  -0.69
S  -0.777  3.852  -0.803  1.08
C  -1.274  4.537  -2.427  -0.26
C  -0.307  5.677  -2.717  -0.20
C  1.064  5.185  -2.264  -0.20
C  0.865  4.637  -0.856  -0.28
H  -2.318  4.843  -2.390  0.10
H  -1.151  3.698  -3.114  0.10
H  -0.597  6.571  -2.162  0.13
H  -0.315  5.927  -3.777  0.14
H  1.795  5.992  -2.266  0.14
H  1.427  4.403  -2.934  0.12
H  0.815  5.436  -0.112  0.12
H  1.599  3.897  -0.540  0.08
Ge  -2.454  0.172  0.221  0.90
C  -3.512  -0.601  -1.342  -0.23
C  -4.007  0.216  -2.375  -0.06
C  -4.510  -0.371  -3.516  -0.02
C  -4.591  -1.765  -3.590  0.04
C  -4.153  -2.576  -2.534  0.00
C  -3.667  -1.996  -1.381  -0.06
C  -3.809  1.543  0.690  -0.35
C  -4.616  1.300  1.802  -0.11
C  -5.539  2.256  2.203  -0.05
C  -5.687  3.427  1.473  -0.04
C  -4.900  3.663  0.351  -0.05
C  -3.972  2.714  -0.047  -0.15
H  -2.788  -0.926  1.256  -0.01
H  -3.989  1.296  -2.300  0.11
H  -4.872  0.252  -4.323  0.13
H  -5.047  -2.227  -4.459  0.14
H  -4.221  -3.655  -2.595  0.13
H  -3.369  -2.623  -0.551  0.10
H  -4.525  0.372  2.354  0.09
H  -6.158  2.067  3.070  0.12
H  -6.439  4.149  1.762  0.12
H  -5.029  4.573  -0.221  0.12
H  -3.378  2.884  -0.937  0.06
F  -1.547  -6.882  -1.642  0.17
C  -0.734  -6.468  -0.661  -0.59
F  0.364  -7.228  -0.680  0.17
F  -1.361  -6.666  0.510  0.15
C  -0.378  -5.010  -0.848  -0.08
C  0.411  -4.638  -1.930  0.04
C  0.756  -3.310  -2.109  -0.04
C  0.311  -2.346  -1.206  -0.34
C  -0.493  -2.731  -0.138  -0.14
C  -0.842  -4.058  0.046  0.00
P  0.788  -0.596  -1.378  1.01
C  2.591  -0.555  -1.186  -0.36
C  3.274  0.571  -1.646  -0.09
C  4.645  0.672  -1.485  0.03
C  5.329  -0.351  -0.842  -0.09
C  4.659  -1.474  -0.379  0.02
C  3.288  -1.577  -0.546  -0.07
C  6.824  -0.264  -0.625  -0.59
F  7.468  -1.187  -1.345  0.18
F  7.107  -0.482  0.673  0.15
F  7.300  0.940  -0.957  0.16
C  0.505  -0.238  -3.140  -0.33
C  1.440  -0.577  -4.117  -0.06
C  1.141  -0.388  -5.458  0.03
C  -0.096  0.128  -5.819  -0.09
C  -1.023  0.488  -4.853  0.01
C  -0.717  0.311  -3.516  -0.09
C  -0.420  0.338  -7.282  -0.59
F  0.035  1.531  -7.694  0.17
F  -1.748  0.316  -7.485  0.15
F  0.138  -0.606  -8.041  0.17
H  0.754  -5.391  -2.629  0.14
H  1.366  -3.030  -2.959  0.12
H  -0.847  -1.978  0.556  0.01
H  -1.466  -4.358  0.878  0.13
H  2.729  1.363  -2.148  0.11
H  5.182  1.534  -1.854  0.13
H  5.213  -2.267  0.108  0.14
H  2.772  -2.466  -0.204  0.10
H  2.406  -0.983  -3.849  0.12
H  1.862  -0.646  -6.222  0.14
H  -1.979  0.897  -5.152  0.12
H  -1.420  0.596  -2.746  0.05

As for the LUMO energy (spin up / spin down): -8.75 / -11.35 eV. The value obtained for the HOMO energy (spin up / spin down) is -16.3 / -16.1 eV. As for the net charge: +3. Its energy relative to the best compared isomer or geometry (same formula, charge and spin) is 0.0 kcal per mole. The total energy is -6694.97095 Ha. As for the spin multiplicity: 4.